{"formula": "C12H36O6", "method": "the ωB97M-V functional and the def2-TZVPD basis", "e_above_lowest_kcal_mol": 373.8, "gap_ev": 7.54, "charge": 0, "energy_ha": -929.64725, "homo_energy_ev": -7.39, "largest_force_ev_per_a": 19.82, "molar_mass_g_mol": 276.4, "species": ["O", "O", "O", "O", "O", "O", "C", "C", "C", "C", "C", "C", "C", "C", "C", "C", "C", "C", "H", "H", "H", "H", "H", "H", "H", "H", "H", "H", "H", "H", "H", "H", "H", "H", "H", "H", "H", "H", "H", "H", "H", "H", "H", "H", "H", "H", "H", "H", "H", "H", "H", "H", "H", "H"], "coordinates": [[0.58, 27.61, -13.55], [3.19, 26.92, -11.89], [1.01, 26.72, -11.87], [3.64, 29.26, -16.04], [1.69, 25.69, -18.85], [-1.02, 27.08, -14.25], [4.37, 28.87, -14.90], [-0.71, 26.27, -15.39], [1.99, 25.01, -13.23], [3.51, 28.66, -10.23], [1.28, 25.35, -11.91], [-0.74, 27.30, -16.54], [2.90, 28.26, -11.61], [5.61, 29.69, -14.74], [2.31, 25.97, -17.67], [2.16, 27.15, -15.40], [1.77, 28.07, -14.29], [2.15, 24.76, -16.76], [0.32, 25.93, -15.25], [1.52, 29.09, -14.60], [-0.19, 28.22, -16.34], [-1.74, 27.67, -16.76], [5.32, 30.73, -14.60], [2.40, 26.55, -12.29], [3.36, 26.26, -17.79], [3.06, 28.05, -9.44], [2.61, 28.24, -13.61], [1.46, 25.32, -14.14], [1.85, 25.00, -11.04], [-0.33, 26.86, -17.45], [0.89, 27.21, -12.74], [2.94, 25.53, -13.36], [1.10, 24.57, -16.53], [2.65, 24.95, -15.81], [6.21, 29.69, -15.65], [2.93, 27.56, -16.05], [2.66, 23.86, -17.12], [4.57, 28.50, -10.07], [4.64, 27.82, -14.99], [3.66, 28.92, -14.07], [3.40, 29.69, -9.88], [2.52, 26.15, -15.14], [1.83, 28.46, -11.69], [1.35, 26.92, -16.09], [0.31, 24.85, -11.81], [6.27, 29.34, -13.95], [-1.40, 25.44, -15.49], [3.30, 28.74, -12.50], [-0.23, 27.53, -13.95], [3.81, 28.55, -16.66], [1.79, 26.84, -17.28], [1.61, 26.54, -19.28], [2.15, 23.94, -13.31], [0.51, 26.96, -11.08]]}

---

{"formula": "C12H36O6S4", "method": "the ωB97M-V functional and the def2-TZVPD basis", "e_above_lowest_kcal_mol": 28.8, "gap_ev": 8.79, "charge": 0, "energy_ha": -2522.59351, "homo_energy_ev": -8.63, "largest_force_ev_per_a": 9.15, "molar_mass_g_mol": 404.7, "species": ["S", "S", "S", "S", "O", "O", "O", "O", "O", "O", "C", "C", "C", "C", "C", "C", "C", "C", "C", "C", "C", "C", "H", "H", "H", "H", "H", "H", "H", "H", "H", "H", "H", "H", "H", "H", "H", "H", "H", "H", "H", "H", "H", "H", "H", "H", "H", "H", "H", "H", "H", "H", "H", "H", "H", "H", "H", "H"], "coordinates": [[2.96, 2.67, -0.38], [-2.11, -4.91, -2.17], [0.67, -0.67, 0.44], [-5.49, 0.53, -2.65], [1.25, 0.66, 1.08], [-2.02, -4.04, -3.41], [-5.81, -0.68, -1.70], [4.68, -1.84, 1.26], [3.52, 3.52, -1.53], [1.04, 0.76, 3.73], [4.26, 2.32, 0.67], [0.93, 2.12, 4.10], [2.14, 3.75, 0.68], [4.08, -2.46, 0.06], [-0.48, 2.64, 3.81], [-0.67, -4.43, -1.32], [-6.74, 1.74, -2.18], [-4.03, 1.31, -1.92], [0.96, -0.37, -1.30], [-3.40, -4.04, -1.19], [-1.17, -0.43, 0.33], [4.78, -1.71, -1.14], [4.78, 3.14, 0.89], [0.91, 0.55, 2.82], [1.12, 2.04, 5.45], [-3.22, 0.86, -2.30], [0.63, 0.54, -1.65], [-0.74, 3.48, 4.34], [0.49, -1.07, -1.86], [-0.89, -3.35, -1.02], [-4.10, 1.10, -0.75], [-0.53, -4.93, -0.44], [-3.92, 2.39, -2.20], [-4.27, -3.85, -1.87], [4.21, -0.84, -1.26], [-3.05, -3.04, -0.77], [-0.90, 2.65, 2.90], [-1.45, 0.35, -0.12], [4.38, -2.17, -2.06], [1.89, 2.52, 3.71], [2.07, -0.38, -1.21], [1.08, 3.34, 1.00], [-1.41, -1.27, -0.09], [5.92, -1.46, -1.06], [-1.17, 1.89, 4.40], [0.29, -4.43, -1.81], [1.63, 4.26, -0.02], [5.09, 1.71, 0.24], [4.27, -3.50, 0.00], [4.11, 1.62, 1.58], [-3.57, -4.78, -0.46], [-7.77, 1.42, -2.33], [2.56, 4.58, 1.24], [3.03, -2.16, -0.03], [-6.60, 2.72, -2.81], [-1.55, -0.57, 1.39], [-6.78, 2.07, -1.11], [4.08, -1.93, 2.04]]}